*w*
ORCA calculation (ωB97M-V/def2-TZVPD) on a cluster of 2 separate species, C5H15NS in total.

Geometry (Å):
C: -1.06 1.61 -1.05
C: 0.13 0.76 -0.52
S: 1.60 0.96 -1.50
C: 2.79 1.26 -0.15
H: -1.90 1.54 -0.35
H: -1.37 1.32 -2.07
H: -0.79 2.67 -1.12
H: -0.16 -0.32 -0.50
H: 0.29 1.04 0.55
H: 2.41 2.12 0.44
H: 2.89 0.36 0.49
H: 3.78 1.53 -0.56
C: -1.41 -0.76 2.15
C: -2.12 -1.98 1.58
N: -1.33 -2.66 0.51
H: -1.11 -0.14 1.31
H: -2.07 -0.17 2.78
H: -0.51 -1.15 2.67
H: -2.32 -2.66 2.39
H: -3.05 -1.58 1.18
H: -0.43 -3.00 0.85
H: -1.90 -3.49 0.26

Calculated values
Total charge: 0
HOMO in eV: -8.24
2S+1: 1
Orbital gap in Ha: 0.3393
SMILES string: CCSC.CCN
LUMO level in Ha: 0.03654

And the Löwdin charges, in e, turn out to be: number 1, C, carries -0.164; number 2, C, carries -0.631; number 3, S, carries 0.777; number 4, C, carries -0.426; number 5, H, carries 0.058; number 6, H, carries 0.073; number 7, H, carries 0.062; number 8, H, carries 0.055; number 9, H, carries 0.072; number 10, H, carries 0.039; number 11, H, carries 0.037; number 12, H, carries 0.030; number 13, C, carries -0.107; number 14, C, carries -0.333; number 15, N, carries -0.020; number 16, H, carries 0.008; number 17, H, carries 0.073; number 18, H, carries 0.089; number 19, H, carries 0.085; number 20, H, carries 0.101; number 21, H, carries 0.057; number 22, H, carries 0.067

=====

*x*
ORCA calculation (ωB97M-V/def2-TZVPD) on a cluster of 2 separate species, C5H15NS in total.

Geometry (Å):
C: 2.12 1.10 -1.89
C: 1.44 -0.06 -1.20
C: 2.02 -0.31 0.19
S: 1.22 -1.76 0.93
H: 1.71 1.28 -2.89
H: 3.19 0.92 -2.00
H: 2.01 2.02 -1.31
H: 0.37 0.12 -1.11
H: 1.56 -0.98 -1.78
H: 1.83 0.55 0.84
H: 3.09 -0.47 0.13
H: 1.92 -1.78 2.06
C: -2.47 -1.09 1.40
N: -1.81 0.20 1.32
C: -2.25 0.96 0.18
H: -3.54 -0.93 1.57
H: -2.37 -1.68 0.48
H: -2.07 -1.66 2.23
H: -0.81 0.04 1.27
H: -2.12 0.45 -0.79
H: -1.72 1.91 0.11
H: -3.31 1.18 0.27

Calculated values
Total charge: 0
HOMO in eV: -8.58
2S+1: 1
Orbital gap in Ha: 0.3463
SMILES string: CCCS.CNC
LUMO level in Ha: 0.03083

And the Löwdin charges, in e, turn out to be: number 1, C, carries -0.113; number 2, C, carries -0.349; number 3, C, carries -0.580; number 4, S, carries 0.716; number 5, H, carries 0.071; number 6, H, carries 0.074; number 7, H, carries 0.075; number 8, H, carries 0.083; number 9, H, carries 0.100; number 10, H, carries 0.072; number 11, H, carries 0.071; number 12, H, carries -0.146; number 13, C, carries -0.169; number 14, N, carries -0.187; number 15, C, carries -0.173; number 16, H, carries 0.074; number 17, H, carries 0.071; number 18, H, carries 0.068; number 19, H, carries 0.027; number 20, H, carries 0.067; number 21, H, carries 0.072; number 22, H, carries 0.074

=====

Sorted by energy, starting with the most stable: *x*, *w*.